# 1
{"formula": "C15H39Br2N5O12", "method": "ωB97M-V/def2-TZVPD", "e_above_lowest_kj_mol": 0.00, "e_tot_ha": -6919.01596, "homo_ev": -9.443, "smiles": "C[N+](=O)[O-].C[N+](=O)[O-].C[N+](=O)[O-].C[N+](=O)[O-].C[N+](=O)[O-].BrCCBr.CCOCC.CCOCC", "gap_ev": 8.7, "species": ["N", "O", "H", "N", "H", "N", "H", "C", "H", "H", "H", "H", "C", "O", "H", "C", "C", "H", "C", "H", "O", "H", "H", "H", "N", "H", "H", "H", "Br", "C", "C", "H", "H", "H", "O", "O", "C", "H", "C", "O", "O", "C", "H", "H", "H", "N", "H", "O", "Br", "H", "H", "H", "H", "O", "H", "H", "H", "O", "H", "H", "H", "H", "C", "H", "H", "H", "H", "C", "O", "C", "O", "C", "C"], "positions_angstrom": [[-10.9671, -17.3685, -28.4221], [-14.8102, -12.3082, -28.5944], [-16.3968, -14.9354, -23.0052], [-10.4621, -21.9064, -25.0222], [-13.1525, -18.6413, -34.0134], [-10.6028, -14.0534, -32.3716], [-12.7597, -14.1850, -25.2907], [-10.9285, -20.6285, -31.0618], [-13.0451, -15.8441, -24.9827], [-9.1756, -12.5666, -32.9169], [-6.3486, -20.0508, -33.3547], [-10.4272, -19.8399, -33.2814], [-11.4082, -20.9009, -29.6560], [-7.3740, -19.4788, -30.8444], [-14.5340, -14.5954, -21.2224], [-10.3286, -17.2866, -29.7758], [-15.1757, -13.7913, -21.5826], [-10.9235, -20.0683, -25.9721], [-12.1316, -18.4748, -33.6697], [-16.0224, -13.7349, -20.8985], [-11.3162, -13.2020, -31.9601], [-12.3378, -21.0471, -25.7121], [-12.0391, -20.0712, -29.3372], [-13.8540, -14.2762, -30.4237], [-6.6000, -20.3181, -31.3077], [-16.3275, -18.5924, -27.2133], [-10.8123, -17.9899, -30.4536], [-10.6426, -21.0151, -28.8887], [-15.6458, -16.4040, -28.2682], [-14.6801, -19.2073, -28.3618], [-15.6859, -14.1091, -23.0038], [-13.6688, -18.8407, -28.5373], [-14.6153, -12.8789, -21.3786], [-15.2462, -13.8917, -25.7362], [-11.8480, -16.5584, -28.2781], [-10.9154, -15.2271, -32.5223], [-9.2132, -13.6215, -32.6452], [-9.2678, -17.4935, -29.6347], [-5.8189, -19.8521, -32.4230], [-10.9723, -22.8401, -24.4297], [-13.3144, -11.5219, -30.0166], [-13.2413, -13.8406, -29.6344], [-8.4565, -13.9416, -31.9290], [-12.1199, -21.7226, -29.5752], [-12.2083, -13.6130, -29.8975], [-13.8740, -12.4468, -29.4060], [-12.1396, -17.8381, -32.7850], [-11.8858, -19.8669, -31.7643], [-14.6510, -21.1247, -27.9321], [-15.2406, -19.3604, -29.2841], [-9.0483, -14.1332, -33.5934], [-9.9561, -20.1493, -30.9474], [-5.5185, -18.8044, -32.4399], [-6.4386, -21.4844, -30.8430], [-13.2428, -14.4002, -28.6990], [-15.6103, -15.5337, -25.3331], [-11.2361, -21.5000, -26.9767], [-14.6120, -14.3128, -23.8213], [-11.5426, -18.1000, -34.5067], [-16.3532, -13.2888, -23.2682], [-10.4765, -16.2756, -30.1553], [-11.9298, -20.6495, -33.7337], [-11.5126, -19.8027, -33.1887], [-4.9566, -20.4972, -32.2551], [-13.2944, -15.1836, -26.5787], [-14.8164, -18.0436, -26.5079], [-10.7752, -21.5678, -31.5932], [-11.2786, -21.0989, -25.9641], [-9.3105, -21.4884, -24.8061], [-14.8865, -14.7390, -25.1524], [-10.5522, -18.0752, -27.5040], [-15.3359, -18.2076, -27.4520], [-13.4586, -14.9898, -25.5187]], "forces_ev_per_a": [[0.688, 0.496, 0.840], [1.722, -0.487, -1.816], [0.237, -0.696, 0.281], [1.106, 0.849, 1.291], [0.001, 0.106, 0.101], [1.053, -0.874, 0.741], [-0.597, 0.402, 0.230], [0.093, -0.886, 0.707], [-0.192, -0.192, 0.046], [-0.249, -0.037, 0.760], [0.070, -0.349, 0.149], [0.087, 0.208, 0.061], [-1.189, 0.110, 0.480], [0.304, -1.129, -0.070], [-0.026, -0.177, -0.051], [0.733, -0.372, 0.127], [-0.337, -0.794, 0.389], [0.395, -0.314, 0.029], [0.449, -1.116, -0.038], [-0.176, -0.134, 0.002], [-1.645, 1.357, 0.447], [0.195, -0.591, 0.491], [0.199, 0.394, 0.046], [0.401, -0.215, 0.090], [-1.734, -0.628, 2.804], [-0.095, 0.379, 0.078], [0.026, -0.134, 0.184], [0.267, -0.052, -0.437], [0.337, -1.206, 0.191], [0.321, 0.468, -1.291], [-0.873, 1.120, 1.926], [0.040, -0.569, -0.314], [-0.022, 0.208, -0.880], [-0.283, 0.245, -0.063], [-1.137, 0.261, 0.246], [0.391, 0.282, -0.143], [0.534, -0.534, -2.250], [-0.143, -0.253, -0.172], [1.796, -1.104, -0.919], [0.161, 0.325, -0.712], [-1.320, -1.383, 0.975], [-0.363, 1.226, 0.618], [-0.569, 0.013, 0.221], [0.252, -0.318, -0.228], [-0.437, -0.201, -0.360], [0.388, 0.920, 0.859], [0.081, 0.417, -0.463], [0.867, -0.177, -1.122], [0.078, 0.409, 0.910], [0.272, 0.945, -0.076], [0.619, -0.190, 0.077], [0.166, 0.450, -0.555], [-0.498, -0.099, 0.750], [-0.366, 3.134, -1.601], [-0.495, 0.098, -0.186], [0.178, -0.453, 0.695], [0.324, -0.223, 0.264], [-0.676, -0.405, -0.135], [-0.103, 0.401, 0.153], [0.193, 0.621, -0.686], [-0.128, -0.207, 0.252], [-0.003, -0.224, 0.159], [-1.150, 0.916, 1.075], [0.380, 0.208, -1.117], [-0.206, -0.220, -0.115], [0.188, 0.121, -0.279], [0.191, -0.196, -0.039], [-0.618, 0.750, -0.650], [-1.586, -0.806, -0.608], [1.557, 1.737, 0.154], [-0.107, 0.094, -1.583], [-1.250, -0.478, 0.788], [1.236, -1.249, -1.725]]}

=====

# 2
{"formula": "C9H13PS2", "method": "ωB97M-V/def2-TZVPD", "e_above_lowest_kj_mol": 0.00, "e_tot_ha": -1488.46006, "homo_ev": -8.497, "smiles": "CC(C)[P@](=S)(S)c1ccccc1", "gap_ev": 8.9, "species": ["H", "C", "C", "C", "H", "H", "H", "S", "C", "C", "C", "H", "H", "S", "H", "H", "H", "P", "H", "H", "H", "C", "C", "H", "C"], "positions_angstrom": [[-2.7648, -0.1095, 1.4695], [1.1630, 1.1746, -0.7417], [-2.3524, -2.2674, 1.3251], [-0.6789, -0.6586, 0.6718], [1.8359, 2.9702, -1.9877], [-3.3289, -2.5326, 1.5876], [-0.3867, 0.7771, -2.2738], [0.6984, 1.7153, 2.2957], [-0.1735, -3.0028, 0.4959], [1.5670, 2.6326, -0.9408], [0.2112, -1.6658, 0.3673], [0.9878, -0.4698, -2.3461], [1.3490, 1.3143, -2.8279], [-1.6714, 2.3860, -0.0203], [0.7079, 3.2486, -0.6045], [0.5063, -3.7239, 0.2870], [2.3654, 2.8244, -0.2965], [-0.2467, 1.1297, 0.5041], [1.1868, -1.3429, 0.1067], [2.0092, 0.7324, -0.2985], [1.2716, 2.7710, 1.7497], [-1.9768, -0.9344, 1.1290], [0.7808, 0.6350, -2.0730], [-1.6523, -4.3449, 1.2985], [-1.4077, -3.2588, 1.1231]], "forces_ev_per_a": [[2.063, -1.619, -1.225], [-0.783, 0.939, 0.071], [1.750, 0.741, -0.398], [-1.277, 1.596, 0.794], [-0.315, -0.737, 1.224], [-1.250, -0.203, 0.704], [2.451, -0.107, 0.332], [-0.143, -0.963, 0.578], [-1.963, 3.043, 1.859], [-1.581, 1.148, -0.556], [-0.665, -0.345, 0.129], [-0.161, 1.728, 0.834], [-1.224, -1.692, 0.834], [0.236, -0.852, 0.311], [0.546, 0.151, -0.466], [1.762, -2.299, -0.567], [1.466, 0.686, 0.902], [0.135, 0.288, -1.148], [0.865, -0.262, -0.553], [0.924, -1.188, 0.497], [0.104, 0.501, -0.332], [-1.687, 0.904, 0.967], [-1.622, -0.808, -3.328], [0.055, 1.336, -0.115], [0.312, -1.987, -1.348]]}

=====

# 3
{"formula": "Cl3HN3P3", "method": "ωB97M-V/def2-TZVPD", "e_above_lowest_kj_mol": 107.10, "e_tot_ha": -2569.52878, "homo_ev": -9.434, "smiles": "N#P(/N=P\\Cl)NP(Cl)Cl", "gap_ev": 7.4, "species": ["Cl", "N", "P", "N", "P", "Cl", "P", "H", "N", "Cl"], "positions_angstrom": [[-0.3554, -1.0914, 2.2842], [0.7807, 0.7207, -1.6639], [0.6564, -0.5876, -0.5953], [-0.9621, -0.3581, -0.2069], [1.9306, 1.7978, -1.8251], [2.7139, 1.8198, 0.1381], [-1.8181, -1.2790, 0.9984], [-1.2624, 0.5948, -0.3185], [1.5643, -1.7254, -0.2638], [-3.2479, 0.1084, 1.4528]], "forces_ev_per_a": [[0.891, 0.016, 2.477], [1.884, 0.761, -0.620], [-0.596, 0.042, -0.562], [-0.012, -0.200, -0.234], [-1.604, -1.702, 1.830], [0.232, 0.383, -0.821], [-0.198, -0.639, -1.713], [-0.244, 0.304, -0.234], [-0.381, 0.638, -0.285], [0.029, 0.398, 0.162]]}

=====

# 4
{"formula": "C26H24F6N4PPdSSb", "method": "ωB97M-V/def2-TZVPD", "charge": -1, "e_above_lowest_kj_mol": 116.67, "e_tot_ha": -2931.31249, "homo_ev": [-3.306, -5.350], "spin_multiplicity": 2, "gap_ev": [5.7, 7.5], "species": ["C", "H", "C", "H", "H", "C", "N", "H", "N", "C", "C", "Sb", "H", "F", "S", "C", "C", "H", "C", "C", "H", "C", "C", "C", "H", "N", "C", "H", "H", "C", "H", "H", "H", "H", "H", "N", "H", "H", "H", "H", "H", "C", "C", "F", "C", "F", "C", "C", "F", "C", "H", "C", "H", "F", "H", "C", "C", "P", "C", "Pd", "F", "C", "H", "C"], "positions_angstrom": [[-5.7509, -1.6256, 3.7770], [-4.7409, 0.0649, 1.0246], [-1.2065, 2.8069, -4.1795], [-1.6652, -1.7641, -3.7093], [0.0292, -0.6140, -2.3600], [-3.2353, -1.6681, -0.7052], [-0.9531, -0.2860, 3.3250], [-4.4590, -2.7957, 5.0300], [-1.0976, -0.3909, 1.9715], [3.9501, 0.9278, -2.3979], [2.4176, 2.9026, -0.3852], [3.3283, -0.6209, 2.5926], [-2.4424, -2.3539, 3.6888], [3.0159, -0.1159, 4.4689], [1.3088, 1.0681, 2.5817], [-5.8244, -0.8282, 2.6441], [3.8317, -1.8349, -2.1687], [-2.4941, 3.3502, -2.5484], [-0.6649, 2.4757, -1.8606], [0.5625, 1.9057, -2.2027], [0.2804, 2.1494, -5.5787], [0.0121, 2.2493, -4.5338], [2.8611, -1.0492, -1.5654], [-2.2486, -0.8282, 1.4427], [4.0164, 2.0064, -2.4744], [0.4029, 0.4555, 5.0375], [2.9083, 0.3361, -1.6909], [-1.8960, 3.1422, -4.9446], [-4.1272, -1.9973, -0.1922], [-0.9099, -0.9122, -1.9146], [1.8301, 1.3535, -3.8465], [1.4025, 0.4193, 5.2172], [5.7276, 0.6072, -3.5493], [-0.1362, -0.1624, 5.6248], [-0.9462, 2.5410, -0.8160], [-1.0706, -0.6043, -0.6174], [1.6735, 3.4816, 0.1618], [5.6265, -1.8551, -3.3439], [2.1029, -1.5076, -0.9413], [-3.8341, -2.4449, -2.5867], [-6.6369, -1.8149, 4.3703], [-1.5408, 2.9244, -2.8362], [-3.4503, -1.1223, 2.2558], [1.9977, -1.5337, 1.5346], [-4.6835, -0.5776, 1.8952], [3.2911, -2.2940, 3.5231], [4.8569, -1.2422, -2.8910], [-1.8569, -1.5521, -2.6675], [3.3661, 0.5571, 0.9929], [4.9173, 0.1402, -3.0037], [-6.7692, -0.3896, 2.3468], [-3.3895, -1.9232, 3.3975], [3.2834, 2.7316, 0.2500], [4.7938, 0.5366, 2.9764], [2.6902, 3.4477, -1.2882], [0.8903, 1.8038, -3.5521], [0.1226, 0.2954, 3.7065], [1.6562, 1.3095, -0.8259], [-4.5287, -2.1714, 4.1476], [0.2580, 0.2872, 0.6775], [4.6250, -1.5551, 1.5470], [-2.2236, -1.0041, 0.0387], [3.8058, -2.9090, -2.0384], [-3.0605, -1.9285, -2.0317]], "forces_ev_per_a": [[0.014, 0.017, -0.011], [0.003, -0.004, 0.005], [0.015, 0.001, 0.022], [-0.011, 0.009, 0.009], [0.005, -0.007, 0.009], [0.008, 0.042, 0.027], [-0.101, -0.013, -0.077], [-0.005, 0.002, -0.010], [-0.021, 0.099, 0.038], [-0.025, -0.003, -0.091], [0.070, -0.049, 0.099], [1.087, -0.400, -0.592], [0.005, 0.034, 0.014], [-0.339, 0.181, 0.168], [-0.764, -0.009, -0.029], [0.010, -0.012, 0.006], [-0.003, 0.012, -0.010], [0.011, 0.001, 0.004], [0.040, 0.004, 0.025], [0.072, -0.005, 0.041], [0.004, -0.005, 0.011], [-0.001, -0.006, 0.025], [0.026, 0.002, 0.005], [0.022, -0.032, -0.059], [0.011, -0.002, 0.009], [0.020, 0.043, 0.021], [0.102, -0.111, 0.160], [0.006, -0.001, 0.010], [-0.004, 0.008, -0.006], [-0.020, 0.072, 0.087], [-0.010, -0.004, 0.000], [-0.017, -0.018, 0.024], [0.008, 0.002, 0.007], [-0.026, -0.008, 0.001], [-0.016, -0.019, 0.036], [0.078, 0.012, -0.064], [-0.002, 0.008, 0.002], [-0.013, 0.003, 0.001], [0.011, 0.012, 0.019], [0.008, -0.008, 0.007], [0.005, -0.009, -0.008], [0.009, -0.001, -0.016], [0.022, -0.008, 0.041], [-0.369, -0.217, -0.002], [0.006, 0.055, 0.016], [0.092, -0.094, 0.201], [-0.015, -0.003, 0.014], [-0.031, -0.031, -0.011], [-0.047, 0.218, -0.116], [-0.014, 0.005, -0.003], [0.006, 0.002, 0.002], [-0.009, -0.084, -0.030], [-0.008, -0.031, 0.029], [0.262, 0.045, 0.317], [0.034, 0.007, 0.011], [0.027, -0.019, -0.008], [0.153, 0.282, -0.083], [-0.466, 0.228, -0.412], [0.022, -0.005, -0.015], [-0.068, 0.111, 0.229], [0.170, -0.163, -0.045], [-0.016, -0.138, -0.013], [-0.003, 0.013, -0.001], [-0.023, -0.010, -0.041]]}

=====

# 5
{"formula": "C8H12N2OS", "method": "ωB97M-V/def2-TZVPD", "e_above_lowest_kj_mol": 116.44, "e_tot_ha": -894.96162, "homo_ev": -7.807, "smiles": "Cc1csc(N2CCOCC2)n1", "gap_ev": 8.5, "species": ["H", "H", "H", "S", "O", "H", "H", "H", "H", "H", "H", "C", "H", "C", "H", "C", "H", "C", "C", "C", "N", "N", "C", "C"], "positions_angstrom": [[1.8280, 1.8357, -0.2230], [-0.4716, 3.0588, 1.4732], [-1.8824, 2.7598, -1.7121], [1.9662, -1.0841, 0.8750], [-0.3772, 3.4475, -0.5710], [-1.9380, 1.3316, 0.3474], [-1.4733, -4.0987, 0.3986], [2.1515, -3.5597, 0.8517], [1.4738, 1.5603, 1.5462], [-1.5527, 0.3084, -1.0178], [0.0449, -4.9228, -0.0311], [0.3847, -0.5940, 0.2965], [-0.8515, -4.0176, -1.2355], [1.4823, -2.7303, 0.6249], [0.9939, 3.8962, 0.8348], [0.2192, -2.7828, 0.1386], [-0.2538, 2.0856, -2.0748], [-0.9308, 2.3518, -1.2795], [1.0100, 1.7678, 0.5483], [0.2655, 3.1027, 0.6350], [0.0551, 0.7289, 0.2258], [-0.4022, -1.5628, -0.0516], [-1.1909, 1.1359, -0.3961], [-0.5507, -4.0182, -0.2035]], "forces_ev_per_a": [[-0.571, -0.077, 0.620], [0.447, 0.047, -0.439], [0.735, -0.673, 0.205], [-0.239, -0.040, -0.091], [0.179, 0.213, 0.205], [-0.550, 0.228, 0.470], [0.394, 0.133, -0.177], [-0.275, 0.356, -0.087], [-0.218, 0.141, -0.733], [0.067, 0.179, 0.149], [-0.086, 0.229, 0.016], [0.231, 0.560, 0.035], [-0.126, 0.116, -0.536], [0.126, -0.365, 0.042], [-0.221, -0.112, 0.099], [-0.050, -0.027, -0.009], [0.235, -0.232, -0.483], [-1.267, 0.482, 0.170], [0.556, 0.176, 0.174], [0.143, -0.184, 0.458], [0.204, -0.392, 0.058], [-0.003, -0.149, 0.033], [0.294, -0.185, -0.921], [-0.004, -0.423, 0.742]]}

=====

# 6
{"formula": "C4H9N4O", "method": "ωB97M-V/def2-TZVPD", "charge": 1, "e_above_lowest_kj_mol": 554.23, "e_tot_ha": -451.64468, "homo_ev": -13.376, "gap_ev": 8.3, "species": ["H", "C", "H", "C", "C", "H", "H", "N", "H", "N", "O", "N", "H", "N", "H", "C", "H", "H"], "positions_angstrom": [[2.8573, -0.6219, -1.3035], [-0.2845, -0.1195, 0.2083], [3.1747, -2.2128, -0.6529], [1.5370, -1.2627, 0.1851], [-1.9364, 1.4885, 0.2191], [1.5526, -1.5742, 1.1684], [-4.0372, 1.4801, 0.6337], [-3.0905, 0.9569, 0.4727], [3.5258, -0.8246, 0.3046], [0.4277, -2.0447, -0.4341], [-0.7107, -1.1777, -0.4243], [-1.6259, 2.7287, -0.0297], [-3.0566, -0.0549, 0.6286], [0.8767, 0.0975, 0.4997], [-2.0719, 3.5420, 0.4497], [2.8461, -1.1904, -0.3493], [-0.6480, 2.8838, -0.0738], [0.6638, -2.0942, -1.5023]], "forces_ev_per_a": [[0.146, -0.066, 0.540], [-1.658, 3.155, -0.979], [-0.154, 0.512, 0.374], [-3.370, 1.435, 2.067], [1.941, -3.008, -0.042], [0.546, -1.397, 2.099], [2.417, -1.186, -0.525], [-1.873, 0.368, 0.688], [1.986, 1.262, 2.062], [1.986, -0.863, -3.620], [-1.892, -0.036, 0.175], [-0.347, 1.148, 1.275], [-0.515, 0.628, -0.036], [0.385, 0.702, -0.059], [-0.178, -1.023, -0.752], [0.196, -1.744, -5.073], [1.111, 0.148, -0.389], [-0.725, -0.034, 2.196]]}

=====

> What is the formula in the fifth record?

C8H12N2OS